The following is a quantum chemistry calculation of 4 unconnected molecules or ions with the total composition C12H15ClN3 at a distorted geometry, from OMol25.

Values from the calculation:
Electronic energy, Eh: -1090.7213
Charge: -1
Frontier orbital gap, eV: 5.95
Energy above the lowest of the compared OMol25 structures with the same formula, charge and spin, kJ/mol: 250.1
F_max, eV Å⁻¹: 4.63
E_HOMO, eV: -3.51
LUMO energy, eV: 2.44

```
31
Properties=species:S:1:pos:R:3:mulliken_charge:R:1
Cl 1.91385 6.57493 15.42609 -1.000
N 9.53609 10.50562 18.49127 -0.011
C 8.48121 11.26175 18.19287 -0.479
C 7.31545 10.58701 17.97609 -0.469
C 7.73107 9.29180 18.17504 -0.319
C 9.03839 9.23045 18.57493 -0.459
H 10.43693 10.78178 18.85502 0.223
H 8.57788 12.33470 18.11658 0.353
H 6.29433 10.90148 17.81855 0.397
H 7.13422 8.40123 18.04438 0.407
H 9.68119 8.44497 18.94402 0.357
N -2.94394 5.15541 21.16173 -0.007
C -3.10465 4.98932 19.80462 -0.420
C -3.93262 3.85881 19.63083 -0.437
C -4.20577 3.41930 20.97232 -0.347
C -3.52239 4.15789 21.84697 -0.407
H -2.41665 5.86886 21.64448 0.197
H -2.70013 5.68213 19.08159 0.382
H -4.38008 3.52059 18.70791 0.365
H -4.94377 2.68870 21.26898 0.349
H -3.62112 4.10273 22.92103 0.324
N 1.96914 8.94095 21.63405 -0.024
C 2.63750 8.13926 22.44353 -0.512
C 2.03246 8.13318 23.70458 -0.372
C 0.94859 8.99603 23.63325 -0.403
C 0.93949 9.51639 22.34961 -0.433
H 2.03654 8.96027 20.62650 0.253
H 3.62891 7.85106 22.12657 0.346
H 2.34203 7.60600 24.59491 0.370
H 0.30859 9.36236 24.42230 0.390
H 0.28826 10.20460 21.83129 0.386
```



The following is a quantum chemistry calculation of a gas-phase ion, C12H15F7NO6 (charge -1), from OMol25.

Values from the calculation:
SMILES string: CCOCCO[C@](NCOC(C)=O)(C(=O)[O-])C(F)(F)C(F)(F)C(F)(F)F
Electronic energy, Eh: -1671.5990
Charge: -1
Frontier orbital gap, eV: 8.14
F_max, eV Å⁻¹: 0.80
E_HOMO, eV: -5.19
LUMO energy, eV: 2.94

```
41
Properties=species:S:1:pos:R:3:mulliken_charge:R:1
C -1.36741 -3.33002 1.52824 -0.777
C 0.04316 -3.87892 1.69710 -0.297
O 0.90139 -3.58040 0.61962 -0.473
C 1.44444 -2.25848 0.64053 -0.721
C 0.70289 -1.34700 -0.34761 -0.486
O 0.38223 -0.07856 0.21062 -0.158
C 1.22236 0.99883 -0.07612 0.578
N 0.65349 1.82542 -1.13157 0.018
C -0.32276 1.26239 -1.98749 -0.771
O -1.66816 1.38723 -1.45006 -0.261
C -2.35823 0.22774 -1.29725 0.900
C -2.58870 -0.56602 -2.57152 -1.160
O -2.81472 -0.12023 -0.23868 -0.551
C 2.70641 0.56020 -0.46597 0.442
O 3.00315 0.78305 -1.65255 -0.793
O 3.34337 0.02023 0.44475 -0.711
C 1.29258 1.86590 1.21217 0.203
F 2.37343 2.68095 1.20718 -0.329
F 1.38883 1.07362 2.30321 -0.343
C 0.04559 2.76246 1.49402 0.539
F -1.07183 2.05584 1.32083 -0.203
F 0.09921 3.11287 2.80568 -0.378
C -0.08325 4.12803 0.69948 0.773
F 0.97765 4.42810 -0.04320 -0.261
F -1.15060 4.11585 -0.08676 -0.255
F -0.24260 5.14349 1.56103 -0.304
H -1.97414 -3.53736 2.41216 0.396
H -1.83840 -3.74627 0.63466 0.242
H -1.34806 -2.24405 1.39729 0.092
H 0.01035 -4.97160 1.76462 0.308
H 0.46427 -3.51608 2.64420 0.321
H 2.50323 -2.32245 0.39939 0.391
H 1.34503 -1.81644 1.63581 0.310
H -0.25650 -1.82979 -0.56131 0.265
H 1.23502 -1.25949 -1.29893 0.429
H 1.40755 2.23998 -1.66156 0.402
H -0.30761 1.83175 -2.92016 0.317
H -0.14421 0.21282 -2.24413 0.324
H -2.39382 0.02427 -3.46512 0.336
H -1.97743 -1.46949 -2.55899 0.273
H -3.63719 -0.86837 -2.57362 0.375
```



The following is a quantum chemistry calculation of C12H15FN2O2S in the gas phase at a distorted geometry, from OMol25.

Values from the calculation:
SMILES string: O=S1(=O)N[C@@H]2CCCCCN2c2ccc(F)cc21
Electronic energy, Eh: -1224.3079
Frontier orbital gap, eV: 8.78
Energy above the lowest of the compared OMol25 structures with the same formula, charge and spin, kJ/mol: 165.9
F_max, eV Å⁻¹: 1.08
E_HOMO, eV: -8.24
LUMO energy, eV: 0.55

```
33
Properties=species:S:1:pos:R:3:mulliken_charge:R:1
O -1.15826 -2.86766 1.28245 -0.619
S -1.35607 -2.44501 -0.06901 1.183
O -2.26816 -3.18898 -0.88242 -0.697
N 0.10895 -2.44628 -0.88465 -0.412
H -0.07469 -2.56670 -1.86978 0.388
C 0.96671 -1.33235 -0.58132 -0.824
N 0.36984 -0.05422 -0.95638 -0.006
C -0.90131 0.26251 -0.55044 0.933
C -1.79717 -0.71760 -0.10307 0.600
C -3.08953 -0.42457 0.28211 -0.864
C -3.52639 0.88313 0.22483 0.167
C -2.68377 1.88630 -0.22581 -0.871
C -1.39451 1.58002 -0.60449 -0.549
H -0.76209 2.38189 -0.94322 0.253
H -3.04197 2.90271 -0.27170 0.443
F -4.78317 1.19241 0.60305 -0.336
H -3.73226 -1.22435 0.61094 0.479
C 1.30820 0.97156 -1.35214 -1.213
H 2.12797 0.46110 -1.86281 0.483
H 0.83251 1.62213 -2.09050 0.501
C 1.87774 1.81183 -0.18906 -0.560
C 1.77564 1.13845 1.18105 -0.600
C 2.37717 -0.26893 1.24624 -1.006
H 2.71969 -0.45468 2.26526 0.424
H 3.24920 -0.32974 0.59121 0.363
C 1.37704 -1.36893 0.89207 -0.447
H 1.81158 -2.34997 1.08505 0.413
H 0.48943 -1.28079 1.51755 0.311
H 0.72961 1.09365 1.49103 0.261
H 2.29515 1.78230 1.89382 0.434
H 1.35716 2.76897 -0.12796 0.322
H 2.92560 2.02746 -0.40490 0.433
H 1.87015 -1.44563 -1.19701 0.614
```



The following is a quantum chemistry calculation of C12H15N5O3 in the gas phase, from OMol25.

Values from the calculation:
SMILES string: C=C1[C@H](CO)[C@@H](O)C[C@@H]1n1cnc2c(=O)nc(N)[nH]c21
Electronic energy, Eh: -965.7895
Frontier orbital gap, eV: 8.44
Energy above the lowest of the compared OMol25 structures with the same formula, charge and spin, kJ/mol: 0.0
F_max, eV Å⁻¹: 0.94
E_HOMO, eV: -8.38
LUMO energy, eV: 0.06

```
35
Properties=species:S:1:pos:R:3:mulliken_charge:R:1
C -1.35275 -0.11855 -2.10534 -1.301
C -1.90776 -0.33883 -0.92704 -0.052
C -3.38452 -0.42964 -0.63930 0.120
C -4.09912 0.89149 -0.98061 -0.929
H -4.10677 1.02116 -2.07043 0.334
H -5.13262 0.85059 -0.62957 0.502
O -3.52453 2.00746 -0.35240 -0.568
H -2.65436 2.16384 -0.73946 0.360
H -3.85078 -1.23233 -1.21530 0.546
C -3.47261 -0.77357 0.85826 0.035
O -3.53140 -2.18024 0.97000 -0.591
H -3.64129 -2.41912 1.89644 0.382
C -2.18172 -0.20056 1.45660 -1.293
H -2.30059 0.87284 1.59217 0.434
H -1.92750 -0.65507 2.41403 0.452
C -1.14014 -0.49750 0.37293 0.242
N 0.04426 0.31667 0.43770 0.168
C 1.32592 -0.08364 0.21682 0.522
C 2.13298 1.03905 0.28092 0.233
N 1.34259 2.12790 0.52581 -0.696
C 0.13186 1.68119 0.60515 -0.125
H -0.72549 2.29503 0.79171 0.453
C 3.57796 0.91419 0.07835 0.091
O 4.38781 1.80847 0.11082 -0.602
N 3.97477 -0.40278 -0.16886 -0.545
C 3.18140 -1.40256 -0.22726 0.371
N 3.66817 -2.63059 -0.56990 -0.423
H 3.18814 -3.45480 -0.24828 0.215
H 4.67390 -2.67804 -0.58221 0.294
N 1.81456 -1.33924 -0.01765 -0.117
H 1.21190 -2.13610 -0.16388 0.262
H -0.83280 -1.54840 0.46408 0.171
H -4.35914 -0.31900 1.31879 0.416
H -1.94231 -0.01267 -2.99936 0.336
H -0.28529 -0.03528 -2.22734 0.305
```



The following is a quantum chemistry calculation of a molecular structure, C12H15N8OSScSe4, from OMol25.

Values from the calculation:
Electronic energy, Eh: -11744.4389
Frontier orbital gap, eV: 6.91
Energy above the lowest of the compared OMol25 structures with the same formula, charge and spin, kJ/mol: 0.0
F_max, eV Å⁻¹: 0.91
E_HOMO, eV: -7.40
LUMO energy, eV: -0.49

```
42
Properties=species:S:1:pos:R:3:mulliken_charge:R:1
Sc -1.96642 -0.48835 -0.42266 0.341
Se -3.61583 -2.52055 -0.09540 -0.381
Se -3.33239 -2.18108 2.20332 -0.150
Se -1.06900 -2.49346 2.52398 -0.181
Se -0.15416 -0.45499 1.78358 -0.220
C 2.02739 -4.09128 -2.81595 -1.079
N 0.90566 -3.27935 -2.39984 0.074
C -0.23451 -2.97447 -3.25540 -0.517
C -0.97703 -1.99570 -2.37027 0.303
O -2.03295 -1.39289 -2.58503 -0.599
N -0.31662 -1.83260 -1.21671 0.505
C 0.80044 -2.55987 -1.27030 0.417
N 1.67507 -2.52461 -0.28452 -0.171
H 1.66425 -4.90560 -3.43904 0.338
H 2.51787 -4.53343 -1.95024 0.386
H 2.75959 -3.51324 -3.38403 0.322
H -0.84482 -3.85463 -3.46138 0.336
H 0.06218 -2.51105 -4.19785 0.320
H 1.41542 -1.94556 0.52166 -0.094
H 2.50963 -3.08018 -0.27823 0.203
C -0.55552 3.50126 2.52942 -1.425
C 0.33693 2.89889 1.49962 0.805
C 1.68671 2.73194 1.62365 -0.755
C 2.37145 2.10366 0.57460 0.995
N 1.76656 1.67615 -0.52897 -0.462
C 0.44500 1.83006 -0.64254 0.194
S -0.47039 1.28481 -1.97006 -0.387
N -0.23340 2.47071 0.35876 0.157
C 3.84073 1.84555 0.66618 -1.210
H 0.02238 3.84060 3.38418 0.394
H -1.27905 2.75446 2.86740 0.272
H -1.10977 4.34413 2.11331 0.370
H 2.19760 3.04658 2.52149 0.341
H -1.24281 2.50826 0.25037 0.062
H 4.29116 2.35249 1.51735 0.360
H 4.33052 2.15562 -0.25620 0.342
H 3.99683 0.76980 0.77649 0.255
N -5.79946 2.83437 3.61375 -0.502
C -5.16726 2.68103 2.65766 0.487
N -4.44656 2.61204 1.56227 -0.630
C -3.74659 1.78301 0.96496 0.687
N -3.02883 1.10749 0.31062 -0.501
```



The following is a quantum chemistry calculation of C12H15NO in the gas phase at a distorted geometry, from OMol25.

Values from the calculation:
SMILES string: C=c1cc2c(c(=O)[nH]1)=C(C(C)C)CC2
Electronic energy, Eh: -596.1685
Frontier orbital gap (spin up / spin down), eV: 7.16 / 7.16
Energy above the lowest of the compared OMol25 structures with the same formula, charge and spin, kJ/mol: 312.8
F_max, eV Å⁻¹: 7.11
E_HOMO (spin up / spin down), eV: -7.42 / -7.42
LUMO energy (spin up / spin down), eV: -0.25 / -0.25

```
29
Properties=species:S:1:pos:R:3:mulliken_charge:R:1
C 1.48998 1.49464 -1.79347 -0.680
C 0.29211 0.29305 -0.07150 0.110
C 0.39294 0.84038 -1.37131 0.299
C -1.13393 -0.24646 0.22280 -0.031
C 2.70742 1.44667 -1.01522 0.596
C 1.54831 0.16209 0.75943 0.434
C 3.81463 2.05852 -1.34284 -1.062
C -0.99886 0.69994 -1.98339 -1.089
C -2.00510 0.13985 -0.91130 -0.514
C -2.86729 -1.22904 1.70260 -1.753
C -0.55712 -2.33498 1.60033 -1.288
C -1.40162 -0.99717 1.57070 0.915
N 2.64084 0.75951 0.22994 -0.153
O 1.70053 -0.35951 1.86417 -0.686
H 1.56981 1.90894 -2.84986 0.247
H 4.68816 2.06300 -0.68003 0.276
H 3.90645 2.36536 -2.35427 0.281
H -1.11800 1.70812 -2.36666 0.363
H -1.14019 0.04640 -2.81404 0.289
H -2.72588 -0.59499 -1.23240 0.465
H -2.51611 1.08890 -0.68755 0.226
H -3.25099 -1.81355 0.86517 0.332
H -3.41429 -0.35264 1.74934 0.468
H -3.04266 -1.82061 2.69639 0.361
H -1.17364 -3.16059 1.36882 0.477
H -0.13469 -2.48752 2.63135 0.265
H 0.36550 -2.27700 0.85355 0.245
H -0.98205 -0.45470 2.42783 0.368
H 3.34572 1.05337 0.93142 0.239
```